No. 1
{"formula": "C14H10F2IrO5S4", "method": "ωB97M-V/def2-TZVPD", "elements": ["Ir", "O", "S", "O", "O", "O", "O", "C", "C", "C", "C", "C", "S", "C", "C", "C", "C", "S", "C", "C", "C", "C", "S", "H", "H", "H", "H", "H", "H", "H", "H", "H", "F", "C", "F", "H"], "positions_angstrom": [[-2.23144, -1.05846, 0.26841], [-5.57801, -1.37480, -1.63621], [-4.35087, -1.18354, -0.94697], [-3.18605, -0.77432, -1.80008], [-4.35785, -0.13383, 0.12273], [-3.83107, -2.41183, -0.21422], [-0.36802, -1.11723, -0.89607], [0.62405, -0.28384, -0.45864], [0.12517, 1.15306, -0.44675], [-0.98991, 1.58586, -1.12439], [-1.26748, 2.93940, -0.87881], [-0.35198, 3.52704, -0.05209], [0.87490, 2.43971, 0.43513], [1.75188, -0.31786, -1.45603], [3.10152, -0.39657, -1.25206], [3.81646, -0.50969, -2.45398], [2.99539, -0.50310, -3.55296], [1.34186, -0.36408, -3.14093], [1.04851, -0.75950, 0.91242], [1.83320, -0.25611, 1.89788], [1.87077, -1.10111, 3.03886], [1.10094, -2.20845, 2.89542], [0.34724, -2.29466, 1.33690], [-1.57701, 0.94806, -1.76132], [-2.11908, 3.44959, -1.28538], [-0.33742, 4.53951, 0.29828], [3.55927, -0.39493, -0.28125], [4.88657, -0.61056, -2.50065], [3.29762, -0.59613, -4.57840], [2.37130, 0.67104, 1.82432], [2.46773, -0.88029, 3.90487], [0.97235, -3.01424, 3.59009], [-3.09935, 0.09491, 2.95903], [-1.94247, 0.08079, 2.25865], [-1.63738, 1.39868, 2.02189], [-1.16135, -0.28254, 2.95232]], "lowdin_spin": [0.671, 0.002, 0.003, 0.110, -0.094, 0.024, -0.004, 0.009, 0.017, 0.012, 0.000, 0.007, 0.001, 0.001, 0.003, 0.001, 0.002, 0.002, 0.010, 0.005, 0.021, -0.001, 0.043, 0.000, 0.000, 0.000, 0.000, 0.000, 0.000, 0.000, 0.001, -0.001, 0.016, 0.098, 0.025, 0.012], "de_lowest_ev": 0.0000, "total_energy_ha": -2812.2674, "s_squared": 1.031, "multiplicity": 2}

No. 2
{"formula": "C27H31Cl3GeN2O3PdS", "method": "ωB97M-V/def2-TZVPD", "elements": ["Pd", "N", "C", "N", "C", "C", "C", "C", "C", "H", "H", "H", "H", "H", "H", "H", "H", "H", "H", "C", "S", "C", "O", "H", "H", "H", "H", "H", "H", "C", "Ge", "C", "C", "C", "C", "C", "C", "C", "C", "C", "C", "C", "C", "C", "C", "C", "C", "H", "H", "H", "H", "H", "H", "H", "H", "H", "H", "H", "H", "H", "H", "H", "Cl", "C", "Cl", "Cl", "C", "O", "O"], "positions_angstrom": [[-0.04293, -0.08678, -0.24026], [2.01995, 0.25589, 0.85054], [3.12444, -0.06636, 0.71432], [4.40204, -0.38688, 0.65468], [5.30090, 0.19372, 1.65036], [6.63534, -0.55560, 1.64064], [6.37898, -2.02987, 1.33360], [5.88915, -2.18745, -0.11178], [4.99803, -1.00314, -0.52223], [4.82236, 0.09466, 2.62653], [5.45472, 1.26297, 1.45666], [7.12257, -0.43197, 2.60842], [7.29950, -0.13721, 0.87952], [5.61426, -2.39895, 2.02144], [7.28327, -2.61969, 1.49062], [5.33587, -3.11860, -0.21771], [6.74070, -2.23361, -0.79507], [4.19816, -1.33657, -1.18047], [5.58732, -0.25391, -1.06571], [-0.01539, 4.32011, -0.24191], [0.42436, 2.52983, -0.20054], [-0.57534, 2.27225, 1.30487], [-0.28141, 1.96326, -1.38657], [-1.10075, 4.40430, -0.26756], [0.41826, 4.74769, -1.14396], [0.39369, 4.81203, 0.63984], [-0.27696, 3.02597, 2.03562], [-0.38325, 1.27346, 1.69411], [-1.62587, 2.36785, 1.03499], [-0.26580, -3.43820, 1.91151], [-0.05473, -2.37579, 0.24119], [-1.35551, -3.21392, -1.04302], [-1.71455, -4.55887, -0.97202], [-2.66621, -5.10312, -1.82251], [-3.28202, -4.30118, -2.77291], [-2.91407, -2.96823, -2.88407], [-1.95772, -2.43452, -2.02990], [1.60671, -3.17774, -0.58765], [2.29514, -4.20052, 0.02290], [3.38320, -4.85405, -0.59031], [3.78778, -4.48808, -1.84341], [3.15586, -3.40716, -2.50380], [3.58275, -2.98634, -3.78646], [3.00573, -1.91206, -4.40320], [1.98497, -1.19616, -3.74746], [1.53388, -1.59289, -2.51845], [2.08180, -2.72481, -1.85935], [-0.28018, -4.51384, 1.72300], [-1.20606, -3.15163, 2.38112], [0.53900, -3.20779, 2.61278], [-1.23925, -5.19296, -0.22946], [-2.93680, -6.15058, -1.74160], [-4.04160, -4.71523, -3.42615], [-3.38519, -2.33926, -3.63084], [-1.69899, -1.38514, -2.10938], [1.97963, -4.53853, 1.00433], [3.88285, -5.67005, -0.07832], [4.59315, -5.01147, -2.34835], [4.39224, -3.52791, -4.26534], [3.33770, -1.60104, -5.38675], [1.55518, -0.32266, -4.22280], [0.75226, -0.99393, -2.02318], [-4.45194, -2.57227, 0.87122], [-4.38659, -0.79761, 0.95797], [-5.30425, -0.12492, -0.39709], [-5.13930, -0.26584, 2.47062], [-2.83959, -0.37745, 0.90700], [-2.23160, -0.58288, 1.95802], [-2.48552, 0.09364, -0.19474]], "lowdin_spin": [0.577, 0.037, 0.032, 0.005, 0.002, 0.000, 0.000, 0.001, 0.002, 0.000, 0.000, 0.000, 0.000, 0.000, 0.000, 0.000, 0.000, 0.000, 0.000, -0.001, 0.002, -0.002, 0.014, 0.000, 0.000, 0.000, 0.000, 0.000, 0.000, 0.026, 0.101, 0.023, 0.004, 0.001, 0.001, 0.000, 0.007, 0.024, 0.007, 0.001, 0.005, 0.001, 0.000, 0.000, 0.002, 0.019, 0.004, 0.004, 0.000, 0.000, 0.001, 0.000, 0.000, 0.000, 0.005, 0.001, 0.000, 0.000, 0.000, 0.000, 0.000, 0.016, 0.002, 0.004, 0.001, 0.000, 0.010, 0.007, 0.055], "de_lowest_ev": 0.5421, "total_energy_ha": -5366.2671, "charge": -1, "s_squared": 0.753, "multiplicity": 2}